Entry a
Formula: C6H10O
Source: OMol25
Level of theory: wB97M-V/def2-TZVPD

Element x y z (Å)
C -2.0721 -0.5145 0.2506
C -0.8327 -0.0496 -0.4832
O -0.5149 1.2574 -0.0028
C 0.8251 1.5200 -0.3710
C 1.4860 0.1918 -0.2065
C 1.1084 -0.6426 0.9939
C 0.4571 -0.8763 -0.3355
H -2.8755 0.2163 0.1147
H -1.8798 -0.6158 1.3235
H -2.4083 -1.4787 -0.1397
H -1.0375 0.0189 -1.5653
H 0.9075 1.8468 -1.4188
H 1.2315 2.2951 0.2878
H 2.4730 -0.0027 -0.6181
H 0.4421 -0.3059 1.7862
H 2.0689 -0.9873 1.3184
H 0.5889 -1.7414 -0.9818

The structure (SMILES) is C[C@H]1OC[C@H]2C[C@H]21. For the frontier orbital gap, the calculation gives 10.8 eV. For the LUMO energy, the calculation gives 1.13 eV.

---

Entry b
Formula: C6H10O
Source: OMol25
Level of theory: wB97M-V/def2-TZVPD

Element x y z (Å)
C 2.2142 0.0908 0.1342
C 0.7440 -0.1727 0.0475
C 0.0657 -1.2127 0.5320
C -1.4132 -1.1456 0.2524
C -1.5888 0.2112 -0.4693
C -0.1775 0.8261 -0.6234
O -0.0455 2.1293 -0.0662
H 2.3980 1.0688 0.5935
H 2.6643 0.1229 -0.8662
H 2.7275 -0.6804 0.7169
H 0.5191 -2.0453 1.0664
H -2.0021 -1.2082 1.1760
H -1.7355 -1.9853 -0.3764
H -2.0791 0.0918 -1.4397
H -2.2062 0.9037 0.1113
H 0.0929 0.9620 -1.6775
H -0.1778 2.0438 0.8884

The structure (SMILES) is CC1=CCC[C@H]1O. For the frontier orbital gap, the calculation gives 10.2 eV. For the LUMO energy, the calculation gives 1.00 eV.

---

Most stable one: entry b, least stable one: entry a.

---

Entry a
Formula: C6H10O
Source: OMol25
Level of theory: wB97M-V/def2-TZVPD

Element x y z (Å)
C 1.6638 -0.5878 -1.1816
C 0.6395 -1.5994 -0.7432
C 0.2251 -0.1858 -1.0272
C -0.2314 0.7223 0.0956
C -1.6413 0.4200 0.6517
C 0.1821 1.1570 2.3497
O 0.6058 0.5430 1.2740
H 2.3690 -0.2389 -0.4335
H 2.0704 -0.6698 -2.1866
H 0.3468 -2.3765 -1.4437
H 0.6638 -1.9079 0.2983
H -0.3299 -0.0114 -1.9492
H -0.1239 1.7696 -0.2211
H -2.3841 1.1705 0.3729
H -1.9724 -0.5819 0.3837
H -0.5032 1.9927 2.0081
H -1.5800 0.3844 1.7522

For the frontier orbital gap, the calculation gives 9.1 eV. For the LUMO energy, the calculation gives 0.60 eV.

---

Entry b
Formula: C6H10O
Source: OMol25
Level of theory: wB97M-V/def2-TZVPD

Element x y z (Å)
C -2.2184 -0.1990 0.0612
C -1.0946 0.7399 -0.3115
C -0.0804 1.2271 0.6870
C 0.3583 0.3744 -0.4696
C 1.0143 -0.9578 -0.2034
C 2.5188 -0.7800 -0.1247
O 3.0883 0.2676 -0.3131
H -3.0998 0.3821 0.3584
H -1.9605 -0.8559 0.8989
H -2.5104 -0.8267 -0.7888
H -1.4047 1.4947 -1.0329
H 0.2069 2.2733 0.7174
H -0.0885 0.7382 1.6610
H 0.8586 0.9083 -1.2729
H 0.8188 -1.7082 -0.9854
H 0.6815 -1.4180 0.7381
H 3.1044 -1.6946 0.1082

The structure (SMILES) is C[C@H]1C[C@H]1CC=O. For the frontier orbital gap, the calculation gives 10.8 eV. For the LUMO energy, the calculation gives 1.06 eV.

---

Most stable one: entry b, least stable one: entry a.

---

Entry a
Formula: C6H10O
Source: OMol25
Level of theory: wB97M-V/def2-TZVPD

Element x y z (Å)
C -1.9301 -0.3537 0.6112
C -1.1850 0.1956 -0.5890
C 0.0343 1.0714 -0.2686
C 1.0553 -0.0265 -0.1010
C 2.4364 0.1137 0.3458
O 1.4348 -0.3517 1.2477
C 0.5678 -1.0880 -1.0382
H -1.2373 -0.7434 1.3630
H -2.5150 0.4510 1.0753
H -2.6269 -1.1477 0.3253
H -1.8704 0.6353 -1.3241
H 0.2837 1.7202 -1.1136
H -0.0888 1.6791 0.6328
H 3.1805 -0.6254 0.0454
H 2.8390 1.1056 0.5597
H 0.3357 -1.9928 -0.4468
H -0.7138 -0.6427 -1.3248

For the frontier orbital gap, the calculation gives 8.7 eV. For the LUMO energy, the calculation gives 0.37 eV.

---

Entry b
Formula: C6H10O
Source: OMol25
Level of theory: wB97M-V/def2-TZVPD

Element x y z (Å)
O -2.1817 -0.6006 0.3509
C -0.9183 -0.9663 -0.1859
C -0.3915 0.0491 -1.1986
C 0.1776 1.2750 -0.4873
C 1.3316 0.8673 0.4376
C 1.0788 -0.2881 1.3880
C 0.0578 -1.1605 0.9739
H -2.0637 0.2172 0.8526
H -1.0985 -1.9284 -0.6770
H -1.2065 0.3135 -1.8811
H 0.3993 -0.4207 -1.8008
H -0.6154 1.7601 0.1021
H 0.5105 2.0256 -1.2129
H 2.2175 0.6009 -0.1590
H 1.6635 1.7208 1.0412
H 1.2542 -1.4849 0.8086
H -0.2153 -1.9800 1.6475

For the frontier orbital gap, the calculation gives 8.9 eV. For the LUMO energy, the calculation gives 0.81 eV.

---

Most stable one: entry b, least stable one: entry a.

---

Entry a
Formula: C6H10O
Source: OMol25
Level of theory: wB97M-V/def2-TZVPD

Element x y z (Å)
C -2.2813 0.2766 0.6815
C -0.9032 0.2570 0.0372
C -0.1782 -1.0905 -0.1183
C 0.8704 0.0130 -0.1481
C 2.3402 -0.1609 0.0550
C 0.0259 0.8590 -1.1213
O 0.1614 0.6822 0.9589
H -3.0788 -0.1818 0.0858
H -2.6031 1.2621 1.0229
H -2.1705 -0.3527 1.5783
H -0.1722 -1.6594 0.8155
H -0.3357 -1.7122 -1.0044
H 2.7595 -0.8552 -0.6785
H 2.4713 -0.5910 1.0543
H 2.8742 0.7915 0.0116
H -0.1260 0.5543 -2.1633
H 0.3458 1.9080 -1.0671

For the frontier orbital gap, the calculation gives 10.3 eV. For the LUMO energy, the calculation gives 0.95 eV.

---

Entry b
Formula: C6H10O
Source: OMol25
Level of theory: wB97M-V/def2-TZVPD

Element x y z (Å)
C -1.4360 -0.0090 1.7944
C -0.4553 0.7170 0.8617
C 0.3890 -0.1546 -0.0698
C 1.2545 0.8620 -1.1524
O 1.1363 -1.0132 0.7534
C -0.0579 -0.7031 -1.2763
C -0.2020 -1.2421 -2.3829
H -1.9930 0.7259 2.3918
H -0.9228 -0.6786 2.4914
H -2.1691 -0.5932 1.2285
H 0.2599 1.2841 1.4741
H -0.9961 1.4245 0.2324
H 1.5602 0.5107 -2.1589
H 0.6727 1.7759 -1.3084
H 2.1353 1.0020 -0.5526
H 1.4092 -1.7824 0.2348
H -0.9048 -2.0521 -2.3697

For the frontier orbital gap, the calculation gives 9.8 eV. For the LUMO energy, the calculation gives 0.85 eV.

---

Most stable one: entry a, least stable one: entry b.